Record 1
The following is a quantum chemistry calculation of an isolated ion of composition C7H10N and charge +1, from the Open Molecules 2025 dataset.

Last columns: bonded neighbours and bond lengths (Å).
Positions of all 18 atoms, in Å:
1 C 1.3051 0.7840 0.0489  C2 1.328, C7 1.435, N8 1.357
2 C 2.1289 1.8252 0.0925  C1 1.328, H9 1.062, H10 1.090
3 C 1.9064 -1.7551 -0.1540  N8 1.337, H11 1.033, H12 1.086
4 C -2.1016 0.1739 -0.0377  C5 1.485, C6 1.575, H13 1.042, H14 1.048
5 C -1.0377 -0.1218 -1.0311  C4 1.485, C7 1.532, H15 1.191, H16 1.175
6 C -1.0165 -0.0651 1.0786  C4 1.575, C7 1.524, H17 1.059, H18 1.150
7 C 0.0674 0.0586 0.0143  C1 1.435, C5 1.532, C6 1.524, N8 1.386
8 N 1.3019 -0.5714 -0.0073  C1 1.357, C3 1.337, C7 1.386
9 H 3.1877 1.8934 0.0433  C2 1.062
10 H 1.6593 2.7971 0.2462  C2 1.090
11 H 1.3502 -2.6252 -0.1189  C3 1.033
12 H 2.9609 -1.9737 -0.2974  C3 1.086
13 H -2.6475 1.0555 -0.1456  C4 1.042
14 H -2.9448 -0.4481 -0.0059  C4 1.048
15 H -0.7657 -1.2240 -1.3904  C5 1.191
16 H -0.9389 0.6568 -1.9052  C5 1.175
17 H -0.9663 0.7577 1.7434  C6 1.059
18 H -1.0623 -1.1475 1.4634  C6 1.150

Strongest force on any atom ... 7.3 eV/Å
Net charge ... +1
Energy above the lowest of the compared OMol25 structures with the same formula, charge and spin ... 39.68 kcal/mol
Multiplicity ... 3
E_HOMO (spin up / spin down) ... -11.89 / -14.61 eV

=====

Record 2
The following is a quantum chemistry calculation of C7H10N2 in the gas phase, from the Open Molecules 2025 dataset.

Last columns: bonded neighbours and bond lengths (Å).
Positions of all 19 atoms, in Å:
1 C -1.0657 1.7751 -0.1854  C2 1.469, H8 1.132, H9 1.197, H10 1.147
2 C -0.1079 0.8236 -0.7640  C1 1.469, C4 1.583, H11 1.089, N18 1.452
3 C -1.4530 -1.3177 -0.3996  H12 1.126, N18 1.404, N19 1.304
4 C 0.8619 -0.1092 0.0696  C2 1.583, C5 1.486, C6 1.447, N18 1.530
5 C 0.7705 -0.2887 1.5418  C4 1.486, H14 1.151, H15 1.210, H16 1.130
6 C 2.1684 -0.2466 -0.5361  C4 1.447, C7 1.210
7 C 3.3122 -0.4705 -0.8622  C6 1.210, H17 1.121
8 H -1.7287 2.2332 -0.9808  C1 1.132
9 H -1.7349 1.1060 0.5472  C1 1.197
10 H -0.4303 2.5662 0.3501  C1 1.147
11 H 0.3803 1.2242 -1.6513  C2 1.089
12 H -1.1986 -2.3935 -0.1877  C3 1.126
13 H -3.2575 -1.6419 -0.1348  N19 1.076
14 H 1.6766 0.1991 2.0574  C5 1.151
15 H 0.6612 -1.4414 1.8944  C5 1.210
16 H -0.1425 0.2783 1.8912  C5 1.130
17 H 4.2468 -0.8495 -1.3517  C7 1.121
18 N -0.3005 -0.6153 -0.7862  C2 1.452, C3 1.404, C4 1.530
19 N -2.6582 -0.8314 -0.5119  C3 1.304, H13 1.076

Strongest force on any atom ... 3.2 eV/Å
Structure (SMILES) ... [H]/N=C/N1[C@@H](C)[C@]1(C)C#C
Energy above the lowest of the compared OMol25 structures with the same formula, charge and spin ... 107.31 kcal/mol
E_HOMO ... -8.84 eV

=====

Record 3
The following is a quantum chemistry calculation of C7H10N2O in the gas phase, from the Open Molecules 2025 dataset.

Last columns: bonded neighbours and bond lengths (Å).
Positions of all 20 atoms, in Å:
1 C -2.3045 -1.0657 -0.4969  C2 1.505, H10 1.096, H11 1.099, H12 1.099
2 C -1.4572 -0.0916 0.2764  C1 1.505, N3 1.451, C4 1.503, H13 1.096
3 N -0.4075 -0.5970 1.1408  C2 1.451, C4 1.458, H14 1.019
4 C -0.0105 0.1832 -0.0251  C2 1.503, N3 1.458, C5 1.520, C8 1.493
5 C 0.7419 -0.5610 -1.1166  C4 1.520, C6 1.465, H15 1.097, H16 1.098
6 C 2.0850 -0.9698 -0.6968  C5 1.465, C7 1.211
7 C 3.1736 -1.3593 -0.3379  C6 1.211, H17 1.075
8 C 0.4226 1.6017 0.1439  C4 1.493, N9 1.251, O18 1.571
9 N 1.4665 2.1801 -0.2298  C8 1.251, H20 1.197
10 H -1.7524 -1.9794 -0.7471  C1 1.096
11 H -3.1753 -1.3518 0.1092  C1 1.099
12 H -2.6721 -0.6062 -1.4247  C1 1.099
13 H -2.0178 0.7727 0.6498  C2 1.096
14 H -0.3150 -0.0942 2.0217  N3 1.019
15 H 0.1745 -1.4606 -1.3850  C5 1.097
16 H 0.8157 0.0770 -2.0078  C5 1.098
17 H 4.1412 -1.7480 -0.0753  C7 1.075
18 O 0.1734 2.2506 1.5528  C8 1.571, H19 0.963
19 H -0.6721 1.9527 1.9051  O18 0.963
20 H 1.5900 2.8665 0.7436  N9 1.197

Strongest force on any atom ... 5.3 eV/Å
Structure (SMILES) ... [H]/N=C(\O)[C@@]1(CC#C)N[C@@H]1C
Energy above the lowest of the compared OMol25 structures with the same formula, charge and spin ... 123.12 kcal/mol
E_HOMO ... -9.85 eV

=====

Record 4
The following is a quantum chemistry calculation of C7H10N2O in the gas phase, from the Open Molecules 2025 dataset.

Last columns: bonded neighbours and bond lengths (Å).
Positions of all 20 atoms, in Å:
1 C 0.5926 -0.6425 0.1127  C2 1.382, C6 1.525, N8 1.387
2 C 1.5747 0.3292 0.0698  C1 1.382, C7 1.486, N9 1.436
3 C 2.5822 -1.7840 0.0599  N8 1.366, N9 1.410, O10 1.200
4 C -1.6546 -0.1715 -1.2045  C5 1.498, C6 1.535, H11 1.024, H12 1.071
5 C -2.0051 -1.2563 -0.2323  C4 1.498, C6 1.473, H13 1.005, H14 1.114
6 C -0.9028 -0.3453 0.1224  C1 1.525, C4 1.535, C5 1.473, H15 1.055
7 C 1.4989 1.7999 -0.1325  C2 1.486, H16 1.092, H17 1.158, H18 1.104
8 N 1.2239 -1.8656 -0.0622  C1 1.387, C3 1.366, H19 0.964
9 N 2.7948 -0.4023 -0.1274  C2 1.436, C3 1.410, H20 0.968
10 O 3.3948 -2.6421 0.2655  C3 1.200
11 H -1.0901 -0.4130 -2.0245  C4 1.024
12 H -2.3313 0.6293 -1.4242  C4 1.071
13 H -2.9102 -1.1625 0.1930  C5 1.005
14 H -1.8370 -2.3411 -0.4200  C5 1.114
15 H -1.1328 0.2892 0.9332  C6 1.055
16 H 2.5474 2.0812 -0.2529  C7 1.092
17 H 1.2044 2.3623 0.8359  C7 1.158
18 H 0.7236 2.1300 -0.8461  C7 1.104
19 H 0.8264 -2.6631 0.3064  N8 0.964
20 H 3.6416 0.0633 -0.1855  N9 0.968

Strongest force on any atom ... 3.8 eV/Å
Structure (SMILES) ... Cc1[nH]c(=O)[nH]c1C1CC1
Energy above the lowest of the compared OMol25 structures with the same formula, charge and spin ... 38.57 kcal/mol
E_HOMO ... -7.62 eV

=====

Record 5
The following is a quantum chemistry calculation of C7H10N2O in the gas phase, from the Open Molecules 2025 dataset.

Last columns: bonded neighbours and bond lengths (Å).
Positions of all 20 atoms, in Å:
1 C 2.7385 -0.5603 -0.1806  N8 1.447, N9 1.379, O10 1.195
2 C -2.7000 -1.2897 -0.3072  C4 1.336, H11 1.036, H12 1.163
3 C 1.5806 1.5633 0.1759  C5 1.599, N9 1.529, H13 1.070, H14 1.112
4 C -1.9823 -0.2205 -0.6636  C2 1.336, C7 1.474, H15 1.091
5 C 0.1281 1.2869 -0.4331  C3 1.599, C7 1.377, H16 1.023
6 C 0.1522 -0.8918 0.5545  C7 1.520, N8 1.469, H17 1.155, H18 1.045
7 C -0.6372 0.1663 -0.1997  C4 1.474, C5 1.377, C6 1.520
8 N 1.4249 -1.1638 -0.1273  C1 1.447, C6 1.469, H19 1.028
9 N 2.8940 0.7883 0.0594  C1 1.379, C3 1.529, H20 1.107
10 O 3.6422 -1.2504 -0.5488  C1 1.195
11 H -3.6852 -1.2923 -0.6290  C2 1.036
12 H -2.1514 -2.1707 0.2185  C2 1.163
13 H 1.8901 2.5186 -0.1941  C3 1.070
14 H 1.3282 1.7561 1.2418  C3 1.112
15 H -2.5022 0.5491 -1.2352  C4 1.091
16 H -0.1558 2.0679 -1.0293  C5 1.023
17 H 0.3002 -0.5134 1.6354  C6 1.155
18 H -0.2503 -1.8433 0.4001  C6 1.045
19 H 1.5689 -2.1648 0.0555  N8 1.028
20 H 3.5888 1.2505 -0.6683  N9 1.107

Strongest force on any atom ... 3.9 eV/Å
Structure (SMILES) ... C=CC1=CCNC(=O)NC1
Energy above the lowest of the compared OMol25 structures with the same formula, charge and spin ... 71.01 kcal/mol
E_HOMO ... -8.99 eV

=====

Record 6
The following is a quantum chemistry calculation of C7H10N2O2 in the gas phase, from the Open Molecules 2025 dataset.

Last columns: bonded neighbours and bond lengths (Å).
Positions of all 21 atoms, in Å:
1 C 1.7252 0.5146 -0.1509  H2 1.000, H3 0.945, H4 1.019, C5 1.759
2 H 2.0435 -0.3791 -0.4673  C1 1.000
3 H 1.6742 1.2333 -0.7623  C1 0.945
4 H 2.2090 0.8119 0.6950  C1 1.019
5 C 0.0095 0.3387 0.1951  C1 1.759, N6 1.326, C10 1.635, C14 1.364
6 N -0.3054 1.4752 0.8022  C5 1.326, C7 1.271, H13 1.089
7 C -0.5744 1.3375 2.0370  N6 1.271, O8 1.300, N9 1.587
8 O -1.3141 1.9254 2.9298  C7 1.300
9 N -0.4485 -0.1943 2.4308  C7 1.587, C10 1.288, H12 1.030
10 C 0.1567 -0.7266 1.4264  C5 1.635, N9 1.288, O11 1.464
11 O 0.6613 -2.1007 1.4371  C10 1.464
12 H -0.5798 -0.6874 3.3261  N9 1.030
13 H -0.6583 2.4005 0.3480  N6 1.089
14 C -0.6689 -0.3173 -0.7892  C5 1.364, C15 1.545, C16 1.516, H21 1.201
15 C -0.5268 -0.2180 -2.3248  C14 1.545, C16 1.420, H19 0.915, H20 1.311
16 C -0.3103 -1.4748 -1.6995  C14 1.516, C15 1.420, H17 1.098, H18 1.028
17 H -1.2489 -2.0207 -1.8645  C16 1.098
18 H 0.5713 -1.9580 -1.4868  C16 1.028
19 H -1.2507 -0.0058 -2.8433  C15 0.915
20 H 0.6806 0.1971 -2.6233  C15 1.311
21 H -1.8451 -0.1514 -0.6154  C14 1.201

Strongest force on any atom ... 14.3 eV/Å
Structure (SMILES) ... C[C@]1(C2CC2)NC(=O)NC1=O
Energy above the lowest of the compared OMol25 structures with the same formula, charge and spin ... 178.94 kcal/mol
E_HOMO ... -9.24 eV

=====

Molar mass list, top to bottom, in Da: 108.16; 122.17; 138.17; 138.17; 138.17; 154.17